Entry 1:
The following is a quantum chemistry calculation of 7 unconnected molecules or ions with the total composition H14O6S2, from the OMol25 dataset.

The geometry in XYZ format:
```
22
H14O6S2 ωB97M-V with the def2-TZVPD basis set
S 4.03334 -0.33090 1.17792
S 3.91486 1.01999 -0.41467
H 2.71814 -0.58115 1.26630
H 3.68832 2.04797 0.39947
O -0.65277 0.21671 -1.27283
H -0.23607 0.86367 -1.85511
H -0.24617 -0.61113 -1.56594
O -2.96810 1.80855 0.24138
H -2.23394 1.68132 -0.37211
H -3.62681 1.17869 -0.06597
O -0.03584 -2.69981 0.98505
H -0.48890 -3.42298 1.43060
H -0.49378 -1.92223 1.35638
O -1.04381 -0.17928 1.64012
H -1.74786 0.30008 2.09097
H -1.02711 0.16088 0.72897
O -0.66091 -2.65861 -2.14589
H -1.48441 -2.98525 -2.55019
H -0.92883 -2.50254 -1.23189
O 0.97800 3.18247 0.12057
H 1.55609 3.03947 -0.63152
H 0.98656 2.39406 0.66840
```

Computed properties:
- charge = 0
- SMILES string = SS.O.O.O.O.O.O
- HOMO-LUMO gap (eV) = 9.795

Entry 2:
The following is a quantum chemistry calculation of C5H4N2 in the gas phase in a non-equilibrium geometry, from the OMol25 dataset.

The geometry in XYZ format:
```
11
C5H4N2 ωB97M-V with the def2-TZVPD basis set
C 2.31478 0.43204 -0.01390
C 1.20826 0.50526 0.49030
C 0.32108 -0.47007 -0.17530
N -0.66375 -1.19783 0.58329
C -1.10212 -0.18089 -0.38427
C -1.66067 1.08011 0.03364
N -2.16335 2.07174 0.35306
H 3.30406 0.11724 -0.20596
H 0.79531 -0.99691 -0.98927
H -0.69387 -0.83674 1.53611
H -1.51829 -0.57842 -1.29889
```

Computed properties:
- charge = 0
- SMILES string = C#C[C@H]1N[C@H]1C#N
- HOMO-LUMO gap (eV) = 9.901

Entry 3:
The following is a quantum chemistry calculation of C4H8O3 in the gas phase, from the OMol25 dataset.

The geometry in XYZ format:
```
15
C4H8O3 ωB97M-V with the def2-TZVPD basis set
O 1.12231 1.51832 1.49795
C 0.57587 1.36005 0.20700
C 0.07069 -0.05773 -0.04481
C -1.23822 -0.27306 -0.82191
O -1.20003 -1.26315 -1.81435
C 0.29848 -1.10903 0.93430
O 1.18072 -0.95975 -0.17010
H 1.87892 0.91919 1.55292
H -0.23533 2.08733 0.10892
H 1.33489 1.61242 -0.55593
H -1.94642 -0.65044 -0.07553
H -1.63678 0.69119 -1.17125
H -0.48275 -1.05366 -2.42255
H -0.32703 -1.99604 0.84102
H 0.60468 -0.82564 1.93432
```

Computed properties:
- charge = 0
- SMILES string = OCC1(CO)CO1
- HOMO-LUMO gap (eV) = 10.957

Entry 4:
The following is a quantum chemistry calculation of a molecular structure, C26H33BN6O8PSSr in a non-equilibrium geometry, from the OMol25 dataset.

The geometry in XYZ format:
```
77
C26H33BN6O8PSSr ωB97M-V with the def2-TZVPD basis set
Sr -0.54127 -0.73901 0.56905
C -2.52093 -5.27023 4.82836
C -2.11941 -3.89356 4.36683
C -2.77975 -3.28417 3.30720
C -2.44338 -2.00814 2.88003
C -1.41284 -1.32884 3.53781
C -0.73618 -1.91579 4.61160
C -1.09626 -3.18899 5.00967
S -0.89762 0.27039 3.01380
O -0.94166 1.19540 4.09997
O -1.79750 0.54178 1.86758
N 0.50302 0.05192 2.34091
C 1.83536 0.10334 2.87102
C 2.22014 0.31249 4.15672
C 3.60731 0.32176 4.49074
C 4.55877 0.13870 3.53842
C 4.17017 -0.04973 2.18141
C 5.10355 -0.19824 1.12586
C 4.66710 -0.33805 -0.15276
C 3.27422 -0.34398 -0.39841
N 2.36501 -0.22777 0.53602
C 2.81310 -0.07045 1.84658
H -2.71498 -5.93051 3.98148
H -3.43589 -5.22646 5.42315
H -1.74788 -5.72548 5.44648
H -3.58964 -3.80962 2.81173
H -3.00601 -1.54002 2.07815
H 0.05665 -1.38909 5.12761
H -0.57747 -3.65002 5.84329
H 1.48168 0.50794 4.92402
H 3.89731 0.48576 5.52080
H 5.61161 0.14559 3.79381
H 6.16400 -0.19399 1.35065
H 5.35898 -0.44669 -0.97764
H 2.91568 -0.46130 -1.41702
C 1.76050 2.17881 -4.26060
O 1.77577 2.34108 -2.82541
C 0.68714 2.01542 -2.14086
O -0.34221 1.57315 -2.61411
N 0.90158 2.29291 -0.82898
N -0.03610 1.89821 0.12456
H 1.76339 3.17166 -4.69988
H 0.88699 1.62086 -4.57509
H 2.67128 1.64834 -4.51699
H 1.81897 2.59775 -0.54823
H -0.45683 2.71086 0.56270
H 0.42500 1.37458 0.88641
N -2.90317 0.91716 -1.57778
C -3.07441 -0.17642 -2.61047
P -4.15388 -1.37775 -1.79237
O -5.56346 -1.07547 -2.10846
O -3.56844 -1.40700 -0.37051
C -3.68278 -3.00845 -2.43345
N -3.30828 -3.85653 -1.24037
H -2.97841 0.42267 -0.67359
H -3.64900 1.60772 -1.60932
H -1.98002 1.36692 -1.70262
H -2.08668 -0.59609 -2.78760
H -3.49580 0.24715 -3.51624
H -2.80884 -2.96556 -3.08109
H -4.52244 -3.46635 -2.94837
H -2.42342 -4.34680 -1.40400
H -4.03406 -4.53089 -1.00753
H -3.19819 -3.20999 -0.47609
O -0.42148 -3.16850 0.37003
B -0.48710 -2.71589 -1.06300
O -0.48160 -3.98635 -1.77729
C -0.36096 -5.02757 -0.86674
C -0.29797 -6.37622 -1.12803
C -0.20407 -7.22650 -0.02096
C -0.17563 -6.72551 1.27827
C -0.24254 -5.34945 1.52484
C -0.33440 -4.54554 0.41685
H -0.30715 -6.75525 -2.14387
H -0.14341 -8.29578 -0.17870
H -0.09460 -7.41250 2.11164
H -0.21749 -4.93554 2.52641
```

Computed properties:
- charge = +1
- HOMO-LUMO gap (eV) = 7.930

Entry 5:
The following is a quantum chemistry calculation of a molecular structure, C46H62BrN5OPRuSb2 in a non-equilibrium geometry, from the OMol25 dataset.

The geometry in XYZ format:
```
119
C46H62BrN5OPRuSb2 ωB97M-V with the def2-TZVPD basis set
Ru 0.03089 -0.35725 -0.37773
Br -0.63532 1.86352 1.20672
C -0.80911 2.98308 -0.33767
C -1.05918 4.30731 -0.13952
C -1.27265 5.13487 -1.25995
C -1.26520 4.59978 -2.51484
C -1.03271 3.21916 -2.72054
C -1.11400 2.65012 -4.01433
C -0.98112 1.30479 -4.19261
C -0.69125 0.47592 -3.08977
C -0.53221 0.99587 -1.83346
C -0.75891 2.37945 -1.61087
H -1.10518 4.71869 0.85998
H -1.46825 6.18695 -1.10988
H -1.46020 5.22258 -3.37788
H -1.32146 3.30022 -4.85407
H -1.08178 0.86508 -5.17509
H -0.59760 -0.58932 -3.26798
C -2.65622 -2.55098 4.07919
Sb -2.35068 -0.46384 3.66115
C -4.31409 0.16187 4.22689
C -1.39004 -0.08071 5.57833
C -1.15125 1.39179 5.85088
C -2.25480 2.16230 6.23370
C -2.15977 3.51616 6.49030
C -0.94225 4.12185 6.38186
C 0.16880 3.35949 6.03073
C 0.09211 2.00430 5.76320
C 1.39597 1.25954 5.48159
Sb 2.26571 1.49608 3.48064
C 2.06707 3.61854 3.23777
C 4.27895 1.48621 4.22611
H -3.09803 -2.66545 5.06691
H -1.71150 -3.09514 4.04741
H -3.33138 -2.98604 3.34111
H -4.57431 -0.26711 5.19198
H -5.02463 -0.19147 3.47918
H -4.37565 1.24669 4.27435
H -0.48907 -0.68383 5.58152
H -2.09759 -0.51759 6.28387
H -3.21441 1.66753 6.35273
H -3.02845 4.08318 6.79715
H -0.84300 5.17770 6.59723
H 1.14824 3.82638 5.99596
H 1.35014 0.18577 5.60958
H 2.21405 1.64306 6.08433
H 2.86592 4.14391 3.75762
H 1.10367 3.95122 3.62312
H 2.11506 3.85797 2.17412
H 4.38217 2.22114 5.02198
H 4.97275 1.74345 3.42500
H 4.53985 0.50145 4.60999
O 0.84102 -1.76126 2.18375
N 0.25495 -1.65706 1.25262
C 5.83020 -1.24541 -0.40978
C 4.32268 -1.32679 -0.16227
C 3.85580 -2.78599 -0.31400
C 4.03563 -0.91793 1.29085
P 3.34327 -0.25282 -1.34765
N 1.82953 -0.10509 -0.68026
C 3.22503 -1.06017 -3.04192
C 4.58158 -1.57086 -3.53887
C 2.71783 -0.02092 -4.05420
C 2.22700 -2.23851 -3.01772
C 3.99696 1.49342 -1.43527
C 5.25515 1.61999 -2.29627
C 4.31837 1.95826 -0.00192
C 2.89408 2.43391 -1.96336
H 6.30790 -1.96399 0.25770
H 6.23446 -0.26339 -0.16922
H 6.12021 -1.50239 -1.42763
H 4.30667 -3.36382 0.49204
H 4.17214 -3.24034 -1.24835
H 2.77077 -2.88536 -0.22283
H 4.41975 -1.70701 1.93749
H 2.97380 -0.80279 1.49187
H 4.53048 0.00370 1.57793
H 5.34264 -0.79132 -3.55966
H 4.44178 -1.91509 -4.56492
H 4.95787 -2.41372 -2.96471
H 3.46532 0.73552 -4.27898
H 1.80813 0.46983 -3.72918
H 2.50156 -0.54406 -4.98646
H 2.66982 -3.15652 -2.64425
H 1.89816 -2.42798 -4.03960
H 1.33571 -2.02754 -2.42651
H 6.05933 0.95815 -1.97246
H 5.61590 2.64422 -2.19527
H 5.06857 1.44875 -3.35490
H 5.20312 1.47493 0.40889
H 3.47575 1.80428 0.67616
H 4.52156 3.02749 -0.04024
H 2.72645 2.34530 -3.03401
H 3.21649 3.45634 -1.77032
H 1.94598 2.28311 -1.44643
N -5.29165 -4.43928 -2.91264
C -6.45736 -4.57411 -3.63171
C -7.13125 -5.68916 -4.12382
C -8.29497 -5.43924 -4.81529
C -8.78207 -4.13054 -5.01533
C -8.11724 -3.03308 -4.52685
C -6.93106 -3.26251 -3.81924
N -6.08005 -2.36718 -3.22325
C -5.12606 -3.09391 -2.69702
C -4.02233 -2.50156 -1.97378
C -2.91204 -3.22270 -1.51745
C -1.91227 -2.55725 -0.85200
N -1.93878 -1.22876 -0.62056
C -3.01627 -0.53389 -1.04444
C -4.06121 -1.12517 -1.70464
H -4.71928 -5.19084 -2.57477
H -6.76733 -6.69629 -3.97340
H -8.85615 -6.27089 -5.21869
H -9.70281 -3.99720 -5.56562
H -8.48613 -2.02784 -4.67236
H -2.81143 -4.28689 -1.67349
H -1.06021 -3.10689 -0.46098
H -3.02520 0.52398 -0.81780
H -4.91440 -0.54418 -2.02278
```

Computed properties:
- spin multiplicity = 6
- charge = +2
- expectation value of S² = 8.775
- HOMO-LUMO gap (spin up / spin down) (eV) = 5.405 / 3.875

Entry 6:
The following is a quantum chemistry calculation of 4 unconnected molecules or ions with the total composition CH11N3O3 in a non-equilibrium geometry, from the OMol25 dataset.

The geometry in XYZ format:
```
18
CH11N3O3 ωB97M-V with the def2-TZVPD basis set
N -0.61736 0.70041 -0.88670
C 0.03969 -0.46774 -0.77075
N 0.72424 -0.82813 -1.92729
N -0.08945 -1.22394 0.27385
H -0.43902 1.38261 -1.67995
H -1.18049 1.29445 -0.21457
H 1.44620 -1.48422 -1.65970
H 0.20369 -1.26497 -2.68109
H -0.99876 -0.91246 0.63177
H -1.19535 3.00428 1.60016
H -1.93481 4.21851 1.04769
O -1.83423 3.27677 0.89395
H 1.40584 -4.35038 0.07805
H 0.36474 -2.98462 0.31071
O 0.60496 -3.88177 -0.12690
H 1.59698 1.39389 1.12831
H 0.95765 0.60035 2.15976
O 0.94546 1.52697 1.82269
```

Computed properties:
- spin multiplicity = 2
- charge = +1
- expectation value of S² = 0.763
- HOMO-LUMO gap (spin up / spin down) (eV) = 10.312 / 5.831

Entry 7:
The following is a quantum chemistry calculation of a molecular structure, C3H4LiO4Pb in a non-equilibrium geometry, from the OMol25 dataset.

The geometry in XYZ format:
```
13
C3H4LiO4Pb ωB97M-V with the def2-TZVPD basis set
O 0.43191 0.43410 0.55904
C 1.60592 -0.08749 0.01102
C -0.75271 0.34010 0.01370
O 2.33475 0.80596 -0.43503
O 1.67365 -1.30107 -0.15131
C -1.92957 -0.05789 0.69318
Pb 3.75370 2.26059 -0.33128
H -2.66701 0.74688 0.76543
H -1.68845 -0.37767 1.71376
Li 1.87781 -2.88388 0.81546
O -0.96331 -0.04456 -1.25546
H -1.40922 0.66783 -1.77607
H -2.26747 -0.50291 -0.62241
```

Computed properties:
- charge = +3
- HOMO-LUMO gap (eV) = 8.286